# C45H74AlBrClN5O7

A structure of composition C45H74AlBrClN5O7 (ωB97M-V with the def2-TZVPD basis set, OMol25).

The geometry in ORCA input format:
```
! RIJCOSX wB97M-V def2-TZVPD def2/J DEFGRID3
* xyz 2 1
C -2.07 0.98 -1.77
C -0.94 0.63 -1.00
C 0.11 0.26 0.25
C 1.15 1.48 0.67
C 1.08 2.96 -0.10
C 2.18 3.10 -1.31
C 2.94 4.55 -1.46
C 4.03 4.71 -2.70
C 4.24 3.39 -3.70
C 3.48 1.95 -3.52
C 2.40 1.80 -2.29
C 2.27 1.20 1.87
C 3.34 2.38 2.25
C 3.44 2.77 3.84
C 2.23 2.77 4.94
C 2.61 3.18 6.50
C 4.11 3.59 7.02
C 5.32 3.63 5.92
C 6.89 4.03 6.35
C 4.96 3.21 4.37
C 2.23 -0.32 2.57
C 3.38 -0.61 3.71
N 4.77 -0.41 3.08
C 5.05 -1.53 2.10
C 1.10 -1.44 2.05
C 1.17 -2.91 2.77
C 0.15 -3.12 4.03
C 0.61 -2.38 5.43
C -0.29 -1.03 5.76
N -1.65 -1.44 6.34
N 0.08 -1.12 0.93
O -0.73 -2.13 0.59
C -2.14 -1.90 0.89
C -2.50 -0.86 2.09
N -4.03 -0.74 2.09
C -4.47 0.68 2.39
C -6.01 0.55 3.03
C -6.73 2.00 3.29
O -6.92 -0.19 2.08
H -3.11 1.21 -2.31
H 1.26 3.78 0.76
H 0.03 3.20 -0.55
H 2.70 5.45 -0.72
H 4.59 5.73 -2.84
H 5.01 3.52 -4.58
H 3.64 1.01 -4.21
H 1.77 0.82 -2.06
H 4.42 1.97 1.94
H 3.20 3.38 1.65
H 1.14 2.47 4.62
H 1.76 3.16 7.33
H 4.40 3.86 8.13
H 7.59 3.07 6.33
H 6.90 4.41 7.48
H 7.36 4.84 5.65
H 5.87 3.25 3.60
H 3.30 0.11 4.65
H 3.39 -1.70 4.14
H 5.48 -0.49 3.84
H 6.08 -2.05 2.31
H 5.08 -1.10 1.00
H 4.22 -2.37 2.19
H 2.28 -3.24 3.07
H 0.84 -3.70 1.95
H 0.17 -4.29 4.28
H -0.98 -2.88 3.80
H 0.37 -3.13 6.32
H 1.76 -2.15 5.51
H 0.25 -0.41 6.60
H -0.38 -0.35 4.80
H -2.34 -1.52 5.56
H -1.95 -0.69 7.01
H -2.63 -2.97 1.07
H -2.64 -1.51 -0.11
H -2.10 0.23 1.95
H -2.21 -1.20 3.17
H -4.46 -1.41 2.76
H -4.63 1.27 1.37
H -3.77 1.24 3.14
H -5.91 0.00 4.05
H -6.36 2.72 2.42
H -7.90 1.86 3.15
H -6.49 2.45 4.36
H -7.44 -0.84 2.64
O 7.35 2.30 -4.95
C 7.12 1.62 -5.95
O 5.85 1.33 -6.31
C 5.46 0.72 -7.55
C 5.54 -0.79 -7.46
C 8.24 1.01 -6.74
H 6.05 1.12 -8.38
H 4.42 1.01 -7.73
H 6.56 -1.13 -7.26
H 5.20 -1.25 -8.39
H 4.92 -1.16 -6.63
H 8.54 0.07 -6.27
H 9.09 1.71 -6.73
H 8.00 0.84 -7.79
C -8.13 -1.39 7.12
C -7.99 -2.09 5.79
O -6.63 -2.10 5.38
H -7.76 -0.36 7.05
H -9.17 -1.37 7.45
H -7.52 -1.89 7.89
H -8.57 -1.58 5.02
H -8.34 -3.13 5.86
H -6.12 -2.56 6.07
Br 2.93 -1.01 -7.73
Al 3.53 -2.55 -9.93
C -5.16 -0.73 -4.07
O -3.81 -0.59 -4.49
C -2.98 -1.69 -4.08
C -2.52 -2.49 -5.31
N -3.64 -3.23 -5.92
C -3.32 -3.82 -7.22
C -3.02 -2.85 -8.38
O -4.14 -2.07 -8.78
C -4.32 -0.87 -8.05
H -5.69 0.20 -4.31
H -5.65 -1.56 -4.59
H -5.21 -0.88 -2.99
H -3.48 -2.34 -3.35
H -2.10 -1.26 -3.60
H -1.75 -3.20 -5.01
H -2.09 -1.79 -6.03
H -4.43 -2.59 -6.04
H -4.19 -4.42 -7.51
H -2.48 -4.51 -7.10
H -2.75 -3.46 -9.25
H -2.15 -2.21 -8.18
H -3.38 -0.44 -7.71
H -5.00 -1.04 -7.21
H -4.81 -0.14 -8.71
Cl -6.97 -0.12 -2.50
*
```

The LUMO energy is -0.3825 Ha.



# C3H3I2N

A structure of composition C3H3I2N (ωB97M-V with the def2-TZVPD basis set, OMol25).

The geometry in ORCA input format:
```
! RIJCOSX wB97M-V def2-TZVPD def2/J DEFGRID3
* xyz 0 1
C 1.25 0.41 -0.95
C -1.00 0.33 1.13
C 0.22 -0.49 -1.16
N 1.87 1.12 -0.27
I 0.33 1.63 1.80
I 0.49 -2.47 -0.58
H -2.00 0.75 0.86
H -0.79 -0.78 1.32
H -0.38 -0.51 -2.16
*
```

The LUMO energy (alpha / beta) is -0.0478 / -0.0352 Ha. Its relative energy (zero: lowest compared OMol25 entry of this formula, charge and spin) is 84.2 kcal/mol.



# C4H11N2O

A cluster of 2 separate species, C4H11N2O in total (ωB97M-V with the def2-TZVPD basis set, OMol25).

The geometry in ORCA input format:
```
! RIJCOSX wB97M-V def2-TZVPD def2/J DEFGRID3
* xyz 1 1
C 1.32 2.53 0.51
C -0.02 -2.42 1.15
C 0.38 1.50 -0.04
C -0.33 -1.32 -1.47
N -1.25 -0.94 -0.38
N -0.76 1.28 0.57
O -1.07 -1.74 0.67
H 1.26 2.50 1.62
H 1.02 3.52 0.24
H 0.88 -2.50 0.64
H -0.31 -3.01 2.04
H 0.35 1.34 -1.14
H 0.74 -1.18 -1.21
H -0.46 -2.41 -1.55
H -0.64 -1.00 -2.46
H -1.36 0.57 0.03
H -0.63 1.59 1.57
H 2.43 2.49 0.31
*
```

The LUMO energy (alpha / beta) is -0.1753 / -0.1731 Ha. Its relative energy (zero: lowest compared OMol25 entry of this formula, charge and spin) is 165.3 kcal/mol.



# C32H41F3O3S

A cluster of 4 separate species, C32H41F3O3S in total (ωB97M-V with the def2-TZVPD basis set, OMol25).

The geometry in ORCA input format:
```
! RIJCOSX wB97M-V def2-TZVPD def2/J DEFGRID3
* xyz 0 1
C -0.95 2.10 2.34
C -0.47 1.65 0.99
C 0.97 1.24 0.90
C -1.25 1.58 -0.05
C -2.74 1.61 0.00
C -3.43 1.14 -1.28
C -3.34 -0.36 -1.58
C -1.93 -0.83 -2.00
C -3.99 -1.26 -0.52
C -3.18 -1.45 0.77
C -3.35 -2.82 1.43
C -2.64 -2.74 2.81
C -1.11 -2.74 2.67
C -0.59 -4.06 2.07
O -1.66 -4.90 1.59
S -2.54 -4.13 0.51
O -3.54 -5.01 0.04
O -1.69 -3.61 -0.50
H -1.45 3.07 2.25
H -0.10 2.23 3.02
H -1.63 1.38 2.79
H 1.59 2.13 1.06
H 1.21 0.55 1.71
H 1.20 0.79 -0.05
H -0.80 1.46 -1.02
H -3.01 2.67 0.12
H -3.11 1.13 0.90
H -3.10 1.73 -2.13
H -4.49 1.37 -1.16
H -3.94 -0.51 -2.49
H -2.04 -1.52 -2.84
H -1.40 -1.37 -1.23
H -1.36 0.01 -2.39
H -4.99 -0.90 -0.32
H -4.13 -2.23 -0.99
H -2.13 -1.21 0.68
H -3.58 -0.77 1.51
H -4.39 -3.03 1.63
H -2.92 -1.81 3.29
H -2.92 -3.57 3.45
H -0.74 -1.89 2.12
H -0.72 -2.66 3.68
H 0.10 -3.83 1.27
H -0.10 -4.62 2.86
F -0.67 2.82 -2.80
C 0.42 3.57 -3.06
C 1.55 3.38 -2.29
C 2.68 4.14 -2.56
C 2.66 5.08 -3.58
C 1.51 5.26 -4.34
C 0.38 4.50 -4.09
H 1.54 2.65 -1.49
H 3.58 3.99 -1.97
H 3.54 5.67 -3.79
H 1.50 5.99 -5.14
H -0.52 4.61 -4.67
F 3.21 0.72 -2.08
C 2.70 0.02 -3.12
C 2.78 0.55 -4.39
C 2.26 -0.17 -5.45
C 1.66 -1.41 -5.23
C 1.59 -1.92 -3.94
C 2.12 -1.20 -2.88
H 3.24 1.52 -4.55
H 2.32 0.23 -6.46
H 1.25 -1.97 -6.06
H 1.11 -2.88 -3.76
H 2.07 -1.59 -1.87
F 1.65 -1.54 3.40
C 2.57 -1.09 4.27
C 2.31 0.07 4.98
C 3.25 0.53 5.88
C 4.45 -0.15 6.05
C 4.70 -1.31 5.32
C 3.75 -1.78 4.43
H 1.37 0.59 4.82
H 3.06 1.43 6.45
H 5.19 0.22 6.75
H 5.63 -1.84 5.45
H 3.93 -2.69 3.86
*
```

As for the SMILES: CC(C)=CCC[C@@H](C)CC[C@@H]1CCCOS1(=O)=O.Fc1ccccc1.Fc1ccccc1.Fc1ccccc1. The LUMO energy is 0.0219 Ha.



Repeat the second record exactly.
# C3H3I2N

A structure of composition C3H3I2N (ωB97M-V with the def2-TZVPD basis set, OMol25).

The geometry in ORCA input format:
```
! RIJCOSX wB97M-V def2-TZVPD def2/J DEFGRID3
* xyz 0 1
C 1.25 0.41 -0.95
C -1.00 0.33 1.13
C 0.22 -0.49 -1.16
N 1.87 1.12 -0.27
I 0.33 1.63 1.80
I 0.49 -2.47 -0.58
H -2.00 0.75 0.86
H -0.79 -0.78 1.32
H -0.38 -0.51 -2.16
*
```

The LUMO energy (alpha / beta) is -0.0478 / -0.0352 Ha. Its relative energy (zero: lowest compared OMol25 entry of this formula, charge and spin) is 84.2 kcal/mol.